C7H4Br2O2 in the gas phase in a non-equilibrium geometry, computed with wB97M-V/def2-TZVPD.

```
15
Properties=species:S:1:pos:R:3:forces:R:3
O -1.647 -0.400 2.611 0.082 0.057 0.409
C -1.847 -0.244 1.448 0.222 -0.131 -1.108
C -0.817 0.379 0.474 0.070 -0.010 0.110
C 0.531 0.515 1.080 0.288 0.062 -0.031
C 1.656 0.295 0.391 -0.124 0.161 0.763
C 1.617 -0.129 -0.981 -0.564 -0.394 -1.030
Br 3.271 -0.432 -1.837 -0.145 0.139 0.241
C 0.449 -0.354 -1.632 0.495 -0.073 0.039
Br 0.351 -0.965 -3.406 -0.017 0.060 0.140
C -0.849 -0.218 -0.938 -0.213 0.044 0.248
O -1.894 -0.527 -1.461 -0.045 0.071 0.171
H -2.783 -0.526 0.943 -0.147 -0.050 0.092
H -1.226 1.394 0.338 0.021 0.051 -0.099
H 0.560 0.811 2.121 0.082 -0.032 -0.002
H 2.627 0.401 0.851 -0.006 0.046 0.058
```
Forces are in eV/Å.

Values from the calculation:
Gap between HOMO and LUMO ... 8.344 eV
Charge ... 0
Structure (SMILES) ... O=C[C@H]1C=CC(Br)=C(Br)C1=O

***

C7H4DyO5 as an isolated structure in a non-equilibrium geometry, computed with wB97M-V/def2-TZVPD.

```
17
Properties=species:S:1:pos:R:3:forces:R:3
Dy 0.326 1.156 -0.057 -2.182 -1.211 -5.027
C 0.995 2.625 1.458 1.878 7.808 6.393
O 1.129 3.598 2.102 -0.590 -5.469 -3.642
C -0.776 0.356 1.920 -4.864 -2.854 8.030
O -1.405 0.023 2.873 4.230 2.132 -6.409
C 1.893 -0.011 1.230 7.464 -4.915 3.566
O 2.815 -0.645 1.610 -5.797 3.827 -2.231
C -1.496 2.542 0.875 -5.243 3.006 1.137
O -2.464 3.094 1.159 3.868 -2.073 -1.025
C -0.994 -2.588 -2.512 1.517 0.819 -4.508
H -1.623 -2.017 -3.246 0.730 -0.636 0.554
H 0.031 -2.925 -2.823 -1.095 0.300 0.178
C -1.474 -2.855 -1.286 -1.049 -0.762 3.338
H -0.846 -3.381 -0.566 -0.307 -0.076 0.026
H -2.463 -2.510 -0.997 -0.040 -0.247 0.096
O 3.722 1.728 -1.094 -6.887 0.715 2.869
C 2.632 1.809 -0.645 8.366 -0.364 -3.346
```
Forces are in eV/Å.

Values from the calculation:
Gap between HOMO and LUMO (alpha / beta) ... 4.201 / 8.267 eV
Charge ... +3
Energy relative to the best compared isomer or geometry (same formula, charge and spin) ... 54.0 kcal/mol
Multiplicity ... 6

***

An isolated ion of composition C7H4F10NS and charge +1, computed with wB97M-V/def2-TZVPD.

```
23
Properties=species:S:1:pos:R:3:forces:R:3
F -0.195 1.068 2.508 0.218 -0.078 0.033
C -1.278 1.532 1.889 -0.066 0.027 -0.079
F -1.421 2.818 2.226 -0.050 0.176 -0.048
F -2.339 0.874 2.319 -0.165 -0.165 0.028
C -1.146 1.406 0.361 0.403 0.138 -0.033
S -0.347 2.957 -0.312 -0.315 -0.229 -0.302
C 0.105 2.067 -1.694 -0.286 0.057 0.245
N 0.066 0.782 -1.543 -0.029 -0.151 -0.165
C -0.146 0.360 -0.142 0.101 0.475 0.067
C -0.561 -1.116 -0.030 -0.521 -0.021 -0.331
F -1.517 -1.309 -0.994 0.292 -0.026 0.489
F -1.127 -1.309 1.174 0.289 0.145 -0.376
C 0.557 -2.222 -0.248 -0.136 -0.231 0.140
F 0.325 -3.221 0.619 -0.012 0.259 -0.426
F 0.457 -2.681 -1.516 0.106 0.216 0.403
C 2.023 -1.764 -0.027 -0.173 0.294 0.012
F 2.834 -2.779 -0.131 0.240 -0.305 -0.037
F 2.354 -0.842 -0.960 -0.152 -0.030 0.077
F 2.154 -1.199 1.177 -0.109 -0.015 -0.093
H -2.129 1.318 -0.110 0.051 0.010 0.190
H 0.351 2.544 -2.638 0.123 -0.128 0.083
H 0.188 0.115 -2.300 0.187 0.092 0.018
H 0.791 0.598 0.373 0.006 -0.509 0.105
```
Forces are in eV/Å.

Values from the calculation:
Gap between HOMO and LUMO ... 10.110 eV
Charge ... +1

***

C7H4N2NiOSbSe4 as an isolated structure in a non-equilibrium geometry, computed with wB97M-V/def2-TZVPD.

```
20
Properties=species:S:1:pos:R:3:forces:R:3
Ni -0.007 0.349 -2.022 -0.820 1.654 0.459
Se 2.127 -3.507 -2.019 0.030 -0.007 0.127
Sb 1.119 -1.669 -3.156 0.530 -1.078 -0.590
Se -1.373 -1.439 -2.061 0.188 0.334 -0.003
Se 2.251 0.532 -2.350 -0.235 -0.081 0.041
Se 0.719 -1.615 -5.504 -0.027 0.067 -0.096
O -1.942 2.275 -2.202 -0.433 0.352 0.555
N -1.089 1.647 -2.599 0.789 -1.033 -0.501
N -0.128 0.351 5.244 -0.008 0.003 -0.037
C -0.133 0.325 4.094 0.019 -0.023 -0.460
C -0.140 0.300 2.642 0.006 -0.003 0.468
C -0.930 1.203 1.945 -0.020 0.047 -0.053
C -0.942 1.177 0.554 -0.111 0.133 0.140
C -0.151 0.274 -0.127 0.001 -0.277 -0.271
C 0.628 -0.648 0.566 0.052 0.010 0.236
C 0.637 -0.632 1.949 0.037 -0.028 -0.044
H -1.536 1.917 2.487 0.001 -0.006 -0.021
H -1.578 1.879 0.029 0.001 -0.026 0.029
H 1.227 -1.375 0.032 0.007 -0.048 0.030
H 1.241 -1.343 2.497 -0.005 0.010 -0.009
```
Forces are in eV/Å.

Values from the calculation:
Gap between HOMO and LUMO (alpha / beta) ... 5.178 / 5.102 eV
Charge ... -1

***

C7H4NO4PdSe4 as an isolated structure in a non-equilibrium geometry, computed with wB97M-V/def2-TZVPD.

```
21
Properties=species:S:1:pos:R:3:forces:R:3
Pd 1.682 -2.834 0.899 0.387 -0.457 1.080
Se 3.921 -2.094 0.639 -0.210 -0.729 -0.698
Se 4.261 -3.288 -1.198 0.148 0.559 0.617
Se 1.804 -4.659 2.491 0.036 0.029 -0.320
Se -0.127 -4.467 1.272 -0.021 0.157 0.090
O 0.685 -0.764 2.571 0.047 0.070 -0.181
C -0.005 0.109 2.093 0.046 -0.068 0.381
C -0.264 0.408 0.689 0.037 -0.074 -0.290
C -1.039 1.534 0.451 -0.088 0.162 0.224
C -1.338 1.968 -0.822 0.167 -0.184 -0.022
C -0.847 1.253 -1.930 -0.051 0.101 -0.116
C -0.091 0.140 -1.740 0.015 0.001 0.102
C 0.239 -0.357 -0.428 -0.113 0.039 0.065
O 0.932 -1.406 -0.356 -0.253 0.341 -0.785
N -2.139 3.141 -1.014 -0.204 -0.010 -0.100
O -2.388 3.490 -2.163 0.059 0.026 0.043
O -2.560 3.737 -0.032 0.047 0.042 0.027
H -0.520 0.813 2.786 -0.043 0.019 -0.091
H -1.418 2.100 1.294 0.003 -0.012 -0.018
H -1.085 1.604 -2.924 0.000 -0.004 0.001
H 0.294 -0.427 -2.576 -0.008 -0.007 -0.011
```
Forces are in eV/Å.

Values from the calculation:
Gap between HOMO and LUMO (alpha / beta) ... 3.645 / 3.770 eV
Charge ... -1
Energy relative to the best compared isomer or geometry (same formula, charge and spin) ... 26.7 kcal/mol

***

C7H4NS6Sn as an isolated structure in a non-equilibrium geometry, computed with wB97M-V/def2-TZVPD.

```
19
Properties=species:S:1:pos:R:3:forces:R:3
Sn 1.373 -2.417 0.867 -0.012 0.116 -0.385
S 0.470 -4.532 -0.342 -0.099 0.713 1.197
S 1.776 -4.801 -1.841 0.612 0.551 -0.313
S 3.638 -4.560 -0.921 -0.520 -0.588 0.190
S 3.652 -2.632 -0.376 -0.916 0.826 0.499
S 0.785 -1.479 3.213 0.468 -0.837 -0.669
C 0.135 -0.246 2.201 -0.047 0.050 -0.252
N 0.242 -0.375 0.890 0.667 -1.151 0.595
C -0.352 0.662 0.210 -0.427 0.715 -0.410
C -0.442 0.804 -1.169 0.052 -0.063 0.072
C -1.095 1.909 -1.671 0.042 -0.059 -0.028
C -1.652 2.867 -0.823 0.009 -0.018 0.124
C -1.573 2.736 0.551 -0.015 0.028 -0.014
C -0.921 1.625 1.059 0.201 -0.368 -0.006
S -0.684 1.162 2.735 0.092 -0.133 -0.358
H -0.007 0.050 -1.810 0.001 0.009 -0.128
H -1.181 2.035 -2.738 0.002 0.014 -0.100
H -2.156 3.721 -1.244 -0.058 0.097 -0.042
H -2.008 3.470 1.210 -0.052 0.097 0.029
```
Forces are in eV/Å.

Values from the calculation:
Gap between HOMO and LUMO ... 6.139 eV
Charge ... +1

***

C7H4OS2 in the gas phase in a non-equilibrium geometry, computed with wB97M-V/def2-TZVPD.

```
14
Properties=species:S:1:pos:R:3:forces:R:3
C 2.317 1.038 -1.720 0.325 1.160 -1.992
C -2.867 0.796 1.559 -1.187 -0.003 1.472
C 1.812 0.818 -0.669 0.741 -1.206 1.493
C -2.098 0.451 0.718 0.664 0.876 -0.653
C 0.675 -1.956 0.172 -1.044 1.326 -0.652
C 1.509 0.342 0.589 -1.397 0.129 -1.736
C -1.249 0.253 -0.317 0.549 -0.804 -1.113
O 1.394 -0.970 0.776 0.404 -2.313 0.828
S 1.037 -3.520 0.159 0.057 0.479 0.128
S -0.899 -1.375 -0.700 1.750 -1.871 0.229
H 2.462 1.489 -2.652 0.460 0.018 -0.848
H -3.594 0.873 2.309 -0.417 0.286 0.495
H 0.768 0.936 1.004 -1.003 1.061 2.146
H -1.267 0.825 -1.228 0.099 0.861 0.201
```
Forces are in eV/Å.

Values from the calculation:
Gap between HOMO and LUMO (alpha / beta) ... 6.922 / 7.633 eV
Charge ... 0
Energy relative to the best compared isomer or geometry (same formula, charge and spin) ... 184.1 kcal/mol

***

Values of energy, in order: -5567.6117, -1528.9883, -1720.5069, -11808.1830, -10358.4736, -2927.1392, -1140.4502, all in a.u..